1) Entry from the Open Molecules 2025 dataset: an isolated ion of composition C3H6N3 and charge +1 (ωB97M-V/def2-TZVPD).

structure (SMILES)	C=NC#[N+]CN
net charge	+1
orbital gap	7.83	eV

XYZ file:
```
12
C3H6N3 (ωB97M-V/def2-TZVPD)
C -1.386 -0.196 1.126
H -0.472 -1.984 0.286
H 3.262 1.600 -0.876
H -1.177 -0.261 2.114
N -1.296 -1.462 0.493
H -2.208 0.319 0.855
N 1.070 1.527 -1.114
N -0.309 0.498 0.578
C 0.472 0.945 -0.179
C 2.277 1.641 -1.494
H -1.923 -1.768 -0.219
H 2.545 2.003 -2.486
```


2) Entry from the Open Molecules 2025 dataset: an isolated ion of composition C3H6N3 and charge +1 (ωB97M-V/def2-TZVPD).

net charge	+1
orbital gap	6.79	eV

XYZ file:
```
12
C3H6N3 (ωB97M-V/def2-TZVPD)
H -1.464 -0.279 -1.520
N 0.106 1.560 -0.936
H 0.913 2.053 -0.646
N 2.107 0.436 0.875
C 2.787 1.490 0.621
H -1.182 -1.158 0.034
H 2.599 -0.278 1.513
N 0.095 0.491 -0.350
C 0.908 -0.143 0.558
C -1.341 -0.197 -0.464
H 0.515 -1.039 1.042
H -1.832 0.508 0.139
```


3) Entry from the Open Molecules 2025 dataset: a 2-piece molecular cluster, C3H6N3 overall (ωB97M-V/def2-TZVPD).

net charge	+1
orbital gap	8.82	eV

XYZ file:
```
12
C3H6N3 (ωB97M-V/def2-TZVPD)
H -4.704 0.775 0.976
N -3.371 0.016 -0.001
N -4.315 0.762 0.035
C 3.606 0.154 -0.167
H 3.769 1.228 -0.267
H -2.260 -1.603 -0.281
H 4.201 -0.363 0.528
N 2.185 0.047 0.146
H -1.301 -0.179 -0.010
H 3.510 -0.242 -1.253
C 1.040 0.018 0.298
C -2.360 -0.612 -0.003
```


4) Entry from the Open Molecules 2025 dataset: an isolated ion of composition C3H6N3 and charge +1 (ωB97M-V/def2-TZVPD).

structure (SMILES)	C[n+]1c[nH]cn1
net charge	+1
orbital gap	10.67	eV

XYZ file:
```
12
C3H6N3 (ωB97M-V/def2-TZVPD)
H -2.513 -1.422 1.466
H 1.595 0.086 -1.540
C 1.498 -0.410 -0.577
C -1.798 -0.809 0.972
H 2.177 0.055 0.138
N -1.739 0.454 0.645
H 1.756 -1.463 -0.671
H -2.469 1.131 0.853
N -0.359 -1.396 0.421
H -0.332 1.742 -0.352
C -0.589 0.769 0.013
N 0.155 -0.331 -0.072
```


Ranked by calculated energy, most stable first: 4), 1), 3), 2).


1) Entry from the Open Molecules 2025 dataset: an isolated ion of composition C3H6N3 and charge +1 (ωB97M-V/def2-TZVPD).

net charge	+1
orbital gap (spin up / spin down)	9.11 / 8.49	eV

XYZ file:
```
12
C3H6N3 (ωB97M-V/def2-TZVPD)
N -0.225 0.145 -0.058
N 2.268 0.345 -0.035
H 0.276 -1.752 -0.805
C -1.681 0.242 -0.029
H 1.287 2.311 0.000
H -1.882 0.251 1.102
H -2.132 -0.457 -0.749
H 0.176 -1.655 0.938
N 1.915 -0.924 -0.003
C 0.483 -1.041 -0.052
C 1.566 1.301 -0.027
H -2.052 1.234 -0.282
```


2) Entry from the Open Molecules 2025 dataset: an isolated ion of composition C3H6N3 and charge +1 (ωB97M-V/def2-TZVPD).

structure (SMILES)	[H]/N=[NH+]/C=N\C=C
net charge	+1
orbital gap (spin up / spin down)	8.63 / 8.63	eV

XYZ file:
```
12
C3H6N3 (ωB97M-V/def2-TZVPD)
H -1.759 -1.797 -0.529
H 1.968 1.322 -0.013
H 1.967 -1.034 0.943
N -1.388 0.187 0.019
N -0.551 1.224 0.102
C 1.200 -0.703 0.253
H -0.569 1.725 0.993
C -1.019 -1.068 -0.238
H -2.367 0.401 0.224
C 1.286 0.576 -0.394
N 0.181 -1.466 0.087
H 1.052 0.634 -1.449
```


Ranked by calculated energy, most stable first: 2), 1).


1) Entry from the Open Molecules 2025 dataset: the molecule C8H7NO3 (ωB97M-V/def2-TZVPD).

orbital gap (spin up / spin down)	7.89 / 6.78	eV

XYZ file:
```
19
C8H7NO3 (ωB97M-V/def2-TZVPD)
C 1.788 1.612 -0.419
C 1.311 -0.762 -0.180
H 2.511 2.452 -0.362
H -3.021 0.345 1.732
H -2.026 -1.541 -0.541
O -4.660 -0.174 0.051
C 0.448 1.860 -0.135
N -3.597 0.252 -0.304
H 1.601 -1.824 -0.459
O -1.533 1.127 0.734
C -0.413 0.853 0.040
H 3.278 -0.107 -0.319
C -2.566 0.266 0.806
C -0.081 -0.543 -0.096
C 2.229 0.300 -0.285
O -3.223 0.557 -1.384
H -0.590 -2.537 0.072
H 0.075 2.815 -0.098
C -1.022 -1.585 -0.148
```


2) Entry from the Open Molecules 2025 dataset: the molecule C8H7NO3 (ωB97M-V/def2-TZVPD).

structure (SMILES)	O=c1on(CO)c2ccccc12
orbital gap	9.20	eV

XYZ file:
```
19
C8H7NO3 (ωB97M-V/def2-TZVPD)
O -2.297 -0.968 1.174
H -3.176 -0.946 -0.622
H -1.803 -2.134 -0.443
H 2.922 -1.803 -0.061
O -1.065 3.087 0.152
H 0.604 -2.313 -0.461
H 1.972 2.449 0.425
C 0.899 -1.263 -0.334
H 3.726 0.519 0.559
H -2.619 -0.080 1.290
C 0.385 1.128 -0.077
C 1.719 1.399 0.198
N -1.316 -0.202 -0.793
O -1.852 1.092 -0.557
C 2.251 -0.936 -0.053
C -0.847 1.952 -0.146
C 0.014 -0.197 -0.357
C -2.210 -1.165 -0.147
C 2.692 0.380 0.252
```


3) Entry from the Open Molecules 2025 dataset: the molecule C8H7NO3 (ωB97M-V/def2-TZVPD).

structure (SMILES)	O=[N+]([O-])/C=C/c1ccccc1O
orbital gap	8.68	eV

XYZ file:
```
19
C8H7NO3 (ωB97M-V/def2-TZVPD)
H -0.403 2.207 -0.531
N -2.717 -0.141 2.488
O -2.597 -1.343 2.606
C -1.822 0.514 1.590
C 0.287 1.368 -0.789
O -3.541 0.540 3.122
H 2.873 0.467 -2.846
C 1.305 1.534 -1.700
H 1.124 -2.283 0.799
C 2.030 0.396 -2.160
H 2.297 -1.777 -1.751
O 0.725 -2.262 -0.039
H -0.928 -1.364 0.992
C 0.138 0.131 -0.084
C -0.976 -0.211 0.868
C 1.820 -0.821 -1.521
H 1.370 2.452 -2.143
H -1.826 1.567 1.608
C 0.841 -0.973 -0.508
```


Ranked by calculated energy, most stable first: 2), 3), 1).


1) Entry from the Open Molecules 2025 dataset: C2H8N2S as an isolated structure (ωB97M-V/def2-TZVPD).

orbital gap	7.36	eV

XYZ file:
```
13
C2H8N2S (ωB97M-V/def2-TZVPD)
C -1.164 -1.055 -0.093
H 1.393 2.477 0.440
S 2.280 0.434 -0.360
H -0.102 -1.055 1.542
N -2.239 -1.581 0.571
H 0.944 -0.427 0.029
H 2.495 2.693 -0.908
N -0.222 -0.624 0.625
H 0.869 2.116 -1.264
H -1.196 -0.925 -1.275
C 1.716 2.155 -0.526
H -2.691 -2.018 -0.160
H -2.081 -2.187 1.379
```


2) Entry from the Open Molecules 2025 dataset: a 2-piece molecular cluster, C2H8N2S overall (ωB97M-V/def2-TZVPD).

structure (SMILES)	[H]/N=C/N.CS
orbital gap	9.96	eV

XYZ file:
```
13
C2H8N2S (ωB97M-V/def2-TZVPD)
N -1.232 1.466 -3.666
S 1.868 -1.492 4.298
H 2.349 -0.884 2.009
H -3.218 0.790 -3.727
H 3.827 -1.633 2.740
H 2.010 -2.827 4.195
H -1.547 2.063 -4.431
H -2.045 1.300 -1.117
H -3.420 0.547 -1.475
C -2.314 1.033 -3.137
N -2.492 0.731 -1.818
C 2.925 -1.042 2.909
H 3.288 -0.054 3.220
```


Ranked by calculated energy, most stable first: 2), 1).